DFT (ωB97M-V/def2-TZVPD) results for the molecule C4H8O2.

Cartesian coordinates (Å):
C (1.70885, -0.63841, 0.64327)
C (0.33532, -0.00758, 0.87000)
C (-0.38435, 0.30381, -0.46436)
O (0.03698, 1.44562, -1.15283)
C (-1.81490, -0.03389, -0.58064)
O (-0.82371, -0.75876, -1.26624)
H (2.26875, -0.04483, 1.37220)
H (1.91835, -0.39865, -0.41628)
H (1.77951, -1.70475, 1.00143)
H (0.48752, 0.94742, 1.39149)
H (-0.34254, -0.64730, 1.39679)
H (-0.37128, 1.44742, -1.99445)
H (-2.28031, -0.57441, 0.39230)
H (-2.51818, 0.66433, -1.19270)

Output
**Relative energy (zero: lowest compared OMol25 entry of this formula, charge and spin)**: 253.7 kJ/mol
**Electronic energy**: -8370.6524 eV
**Net charge**: 0
**E_HOMO**: -9.8 eV

Formally, the natural (NBO) partial charges of the atoms, in units of the elementary charge, are as follows: atom 1 (C): -0.625, atom 2 (C): -0.421, atom 3 (C): 0.472, atom 4 (O): -0.704, atom 5 (C): -0.142, atom 6 (O): -0.499, atom 7 (H): 0.211, atom 8 (H): 0.226, atom 9 (H): 0.217, atom 10 (H): 0.218, atom 11 (H): 0.212, atom 12 (H): 0.477, atom 13 (H): 0.173, atom 14 (H): 0.184